Formula: C15H16N6O6S
Source: the Open Molecules 2025 dataset
Level of theory: ωB97M-V with the def2-TZVPD basis set

## Properties
**Lowest unoccupied orbital energy**: 0.18 eV
**E**: -1759.35571 a.u.
**F_max**: 3.828 eV/A
**Highest occupied orbital energy**: -8.74 eV

Atoms and positions in Å:
N (1.87, 1.98, 5.11)
C (1.24, 1.07, 4.37)
N (1.23, -0.09, 4.98)
C (0.60, -1.09, 4.34)
N (0.05, -0.97, 3.12)
C (0.15, 0.22, 2.54)
N (-0.38, 0.44, 1.29)
C (-0.19, 1.73, 1.09)
N (0.52, 2.28, 2.15)
C (0.94, 3.68, 2.13)
O (1.56, 4.01, 0.84)
C (2.86, 3.46, 0.63)
C (2.89, 2.68, -0.71)
O (1.96, 1.60, -0.72)
S (2.67, 0.06, -0.62)
O (3.26, -0.13, 0.71)
O (3.69, -0.14, -1.66)
N (1.37, -0.99, -0.74)
C (0.56, -0.79, -1.83)
O (0.95, -0.18, -2.81)
C (-0.79, -1.36, -1.86)
C (-1.32, -1.97, -0.73)
C (-2.64, -2.44, -0.71)
C (-3.43, -2.27, -1.87)
C (-2.94, -1.63, -3.00)
C (-1.62, -1.21, -2.99)
O (-1.13, -0.61, -4.12)
C (0.76, 1.33, 3.12)
H (2.48, 2.59, 4.58)
H (2.22, 1.53, 5.91)
H (0.47, -2.02, 4.85)
H (-0.51, 2.29, 0.22)
H (0.13, 4.37, 2.36)
H (1.70, 3.82, 2.93)
H (3.15, 2.82, 1.49)
H (3.59, 4.25, 0.51)
H (3.87, 2.34, -0.97)
H (2.56, 3.39, -1.48)
H (0.91, -1.27, 0.13)
H (-0.77, -2.05, 0.19)
H (-3.00, -2.98, 0.17)
H (-4.43, -2.65, -1.90)
H (-3.53, -1.52, -3.89)
H (-0.26, -0.27, -3.89)

Results of the Löwdin charge analysis, in e, for atoms 1 through 5: atom 1 (N): 0.14, atom 2 (C): -0.38, atom 3 (N): 0.13, atom 4 (C): -0.16, atom 5 (N): 0.13

Formula: C15H16N8O4S3
Source: the Open Molecules 2025 dataset
Level of theory: ωB97M-V with the def2-TZVPD basis set

## Properties
**Lowest unoccupied orbital energy**: 0.32 eV
**E**: -2514.61177 a.u.
**F_max**: 5.931 eV/A
**Highest occupied orbital energy**: -8.86 eV
**ΔE to the lowest compared entry with this formula, charge and spin**: 0.0 kcal/mol

Atoms and positions in Å:
O (-3.70, 2.48, 2.46)
O (-0.44, -0.27, -3.49)
O (-0.40, 3.33, -0.93)
N (-5.54, -1.15, -1.01)
N (-5.54, 0.14, -0.97)
N (2.60, -1.17, 1.40)
N (-5.26, -1.72, 0.18)
N (2.72, -0.53, 2.62)
O (-1.64, 1.33, -2.41)
S (4.65, 0.52, 1.27)
S (3.60, -1.15, -1.18)
S (-1.62, -0.85, 0.31)
C (-3.94, 2.21, 1.28)
C (-0.56, 0.50, -2.51)
C (-0.35, 2.43, -0.09)
C (3.53, -0.69, 0.59)
C (-5.22, -0.75, 1.06)
C (3.71, 0.39, 2.71)
C (-0.09, -1.61, -0.20)
C (0.85, -1.02, -1.03)
N (-5.38, 0.48, 0.34)
N (0.20, 1.17, -0.17)
N (-2.87, 1.93, 0.50)
C (-2.77, 1.11, -3.26)
C (4.01, 1.04, 4.02)
C (1.94, -1.92, -1.51)
C (-5.35, 1.85, 0.90)
C (0.59, 0.51, -1.42)
C (-0.72, 0.68, 0.87)
C (-1.47, 2.00, 0.90)
H (-5.09, -0.98, 2.14)
H (0.15, -2.63, 0.10)
H (-3.03, 1.77, -0.50)
H (-3.10, 0.07, -3.08)
H (-2.51, 1.10, -4.32)
H (-3.60, 1.84, -3.08)
H (5.08, 1.37, 4.00)
H (4.01, 0.31, 4.84)
H (3.24, 1.83, 4.20)
H (1.88, -2.13, -2.57)
H (2.09, -2.89, -0.95)
H (-5.56, 2.57, 0.16)
H (-6.07, 1.96, 1.79)
H (1.47, 0.97, -1.87)
H (-0.20, 0.36, 1.90)
H (-1.35, 2.42, 1.93)

Results of the Löwdin charge analysis, in e, for atoms 1 through 5: atom 1 (O): 0.04, atom 2 (O): 0.08, atom 3 (O): 0.08, atom 4 (N): -0.05, atom 5 (N): 0.04

Formula: C15H17AuBN4O2S6Sb
Source: the Open Molecules 2025 dataset
Level of theory: ωB97M-V with the def2-TZVPD basis set

## Properties
**Lowest unoccupied orbital energy**: 4.29 eV
**Net charge**: -2
**E**: -3741.44236 a.u.
**F_max**: 1.409 eV/A
**Highest occupied orbital energy**: -1.31 eV
**ΔE to the lowest compared entry with this formula, charge and spin**: 37.3 kcal/mol

Atoms and positions in Å:
Au (0.67, 1.47, -1.19)
S (-1.64, 5.74, -2.91)
Sb (-1.76, 3.89, -1.53)
S (0.34, 3.56, -0.33)
S (-0.32, 2.29, -3.09)
S (-3.05, 4.64, 0.27)
C (0.24, 0.92, 2.65)
N (0.73, -0.34, 2.13)
C (0.28, -1.59, 2.46)
C (0.97, -2.47, 1.70)
N (1.84, -1.76, 0.89)
B (2.81, -2.53, -0.09)
N (3.42, -1.58, -1.16)
C (4.76, -1.30, -1.30)
C (4.89, -0.36, -2.26)
N (3.62, -0.08, -2.72)
C (3.26, 0.91, -3.72)
C (2.73, -0.82, -2.02)
S (1.02, -0.74, -2.24)
C (1.67, -0.45, 1.16)
S (2.47, 0.93, 0.49)
H (-0.64, 0.72, 3.26)
H (-0.04, 1.59, 1.84)
H (1.00, 1.41, 3.25)
H (-0.50, -1.74, 3.19)
H (0.90, -3.54, 1.64)
H (3.74, -2.98, 0.57)
H (2.15, -3.39, -0.63)
H (5.50, -1.78, -0.68)
H (5.77, 0.15, -2.63)
H (4.18, 1.30, -4.17)
H (2.70, 1.73, -3.26)
H (2.62, 0.46, -4.47)
O (-2.68, 1.75, -0.91)
C (-2.32, 0.80, -0.18)
O (-1.16, 0.38, 0.02)
C (-3.42, 0.08, 0.59)
C (-3.30, -1.27, 0.89)
C (-4.28, -1.91, 1.64)
C (-5.39, -1.19, 2.09)
C (-5.51, 0.16, 1.77)
C (-4.53, 0.79, 1.02)
H (-2.42, -1.80, 0.54)
H (-4.18, -2.96, 1.88)
H (-6.15, -1.68, 2.68)
H (-6.37, 0.72, 2.12)
H (-4.60, 1.85, 0.76)

Results of the Löwdin charge analysis, in e, for atoms 1 through 5: atom 1 (Au): 0.19, atom 2 (S): -0.37, atom 3 (Sb): 0.07, atom 4 (S): -0.08, atom 5 (S): -0.10

Formula: C15H17AuCl2N2O3
Source: the Open Molecules 2025 dataset
Level of theory: ωB97M-V with the def2-TZVPD basis set

## Properties
**Lowest unoccupied orbital energy**: 0.41 eV
**E**: -1973.04525 a.u.
**F_max**: 0.225 eV/A
**Highest occupied orbital energy**: -7.20 eV
**ΔE to the lowest compared entry with this formula, charge and spin**: 15.6 kcal/mol

Atoms and positions in Å:
Au (-0.29, 1.18, -0.32)
Cl (6.17, -2.49, 0.93)
C (4.52, -2.00, 0.65)
C (3.84, -2.49, -0.47)
C (2.54, -2.11, -0.70)
Cl (1.71, -2.72, -2.09)
C (1.82, -1.21, 0.16)
O (0.61, -0.91, -0.09)
C (2.56, -0.74, 1.29)
C (2.01, 0.17, 2.28)
O (0.90, 0.67, 2.31)
C (3.89, -1.14, 1.51)
H (4.33, -3.17, -1.15)
H (2.72, 0.42, 3.09)
H (4.42, -0.76, 2.38)
C (-4.80, -1.26, -2.55)
C (-3.79, -1.07, -1.48)
C (-3.61, -1.71, -0.27)
C (-2.48, -1.11, 0.32)
N (-2.01, -0.15, -0.48)
N (-2.82, -0.14, -1.56)
C (-1.83, -1.43, 1.62)
H (-5.49, -2.06, -2.27)
H (-4.33, -1.54, -3.49)
H (-5.38, -0.35, -2.72)
H (-4.20, -2.51, 0.13)
H (-2.63, 0.50, -2.31)
H (-2.58, -1.73, 2.35)
H (-1.26, -0.57, 2.00)
H (-1.11, -2.24, 1.49)
C (-0.03, 3.66, 1.64)
O (0.63, 3.86, 0.37)
C (0.57, 2.92, -0.51)
C (1.34, 3.30, -1.74)
H (-1.02, 3.24, 1.46)
H (-0.09, 4.64, 2.10)
H (0.55, 2.96, 2.24)
H (1.64, 4.35, -1.74)
H (0.75, 3.07, -2.63)
H (2.22, 2.66, -1.78)

Results of the Löwdin charge analysis, in e, for atoms 1 through 5: atom 1 (Au): 0.98, atom 2 (Cl): 0.63, atom 3 (C): -0.68, atom 4 (C): -0.13, atom 5 (C): -0.58